(A)
This record from OMol25 describes a 5-piece molecular cluster, C2H13NO4 overall. The level of theory is ωB97M-V/def2-TZVPD.

Positions of all 20 atoms, in Å:
C1 0.58612 0.69345 1.07459
C2 -0.37881 2.57997 2.02972
N1 -0.39450 1.75475 1.08150
H1 0.08507 -0.23984 1.32171
H2 1.00512 0.53368 0.07897
H3 1.46080 0.83647 1.72227
H4 -1.19649 3.28465 2.12313
H5 0.45535 2.65494 2.72624
H6 -0.08392 -1.97943 -2.24669
H7 0.10340 -2.32055 -0.82028
O1 0.48716 -2.52587 -1.69359
H8 -2.15785 -1.31220 -0.43231
H9 -2.00900 -2.77576 0.16707
O2 -1.63191 -1.89430 0.14028
H10 2.91416 -0.19803 -2.13325
H11 3.47498 -1.34042 -1.30531
O3 3.22395 -0.41277 -1.24598
H12 -1.52805 0.64480 -0.26712
H13 -2.30419 1.46364 -1.28142
O4 -2.11139 0.55282 -1.03952

Results
molecular weight = 115.13 g mol⁻¹
2S+1 = 1
LUMO energy = 0.76 eV
HOMO level = -0.3710 Ha
SMILES = C=NC.O.O.O.O
Kohn-Sham gap = 0.39889 Eh

=====

(B)
This record from OMol25 describes a 5-piece molecular cluster, C2H13NO4 overall. The level of theory is ωB97M-V/def2-TZVPD.

Positions of all 20 atoms, in Å:
C1 -2.87794 0.83335 0.84033
C2 -1.68650 0.59549 1.39888
N1 -0.97425 -0.58766 1.14990
H1 -3.18330 0.40931 -0.11729
H2 -3.68076 1.36773 1.25533
H3 -1.04305 1.43203 1.96387
H4 -0.28033 -0.92256 1.91842
H5 -1.29393 -1.03396 0.29243
H6 -1.34612 0.13385 -2.95359
H7 -1.80468 -1.31047 -2.88676
O1 -1.26480 -0.61711 -3.46517
H8 2.03158 -0.00727 2.34142
H9 2.94844 -0.83374 1.55056
O2 2.35967 -0.85876 2.35508
H10 1.46642 0.99042 -0.51423
H11 0.70300 1.69830 0.63146
O3 1.40794 1.03969 0.50166
H12 2.87791 -0.25163 -2.10952
H13 1.40629 -1.04577 -2.32974
O4 1.92281 -0.19953 -1.95744

Results
molecular weight = 115.13 g mol⁻¹
2S+1 = 1
LUMO energy = 0.24 eV
HOMO level = -0.2868 Ha
SMILES = C=CN.O.O.O.O
Kohn-Sham gap = 0.29551 Eh

=====

(C)
This record from OMol25 describes a 4-piece molecular cluster, C2H13NO4 overall. The level of theory is ωB97M-V/def2-TZVPD.

Positions of all 20 atoms, in Å:
C1 -0.72082 0.49073 -0.30720
N1 0.21651 0.22820 -1.40741
C2 0.40092 -1.01516 -1.96381
O1 0.61216 -2.24583 -1.08041
H1 -1.09504 1.51786 -0.36383
H2 -0.12754 0.40555 0.54968
H3 -1.45456 -0.26712 -0.07889
H4 0.95939 0.94763 -1.31336
H5 -0.42605 -1.16066 -2.53619
H6 1.31146 -0.91476 -2.56587
H7 1.32805 -1.88390 -0.72605
H8 -4.72709 5.08886 0.27300
H9 -3.47630 5.22475 -0.56873
O2 -4.01316 4.53860 -0.21006
H10 -0.07035 -2.38885 0.94796
H11 0.20601 -3.51978 1.86830
O3 -0.34998 -2.68606 1.80864
H12 4.45942 0.25192 3.01420
H13 3.13564 -0.43310 2.39706
O4 3.79858 0.22839 2.30441

Results
molecular weight = 115.13 g mol⁻¹
2S+1 = 1
LUMO energy = 0.54 eV
HOMO level = -0.3308 Ha
SMILES = CNCO.O.O.O
Kohn-Sham gap = 0.35054 Eh

=====

(D)
This record from OMol25 describes a 5-piece molecular cluster, C2H13NO4 overall. The level of theory is ωB97M-V/def2-TZVPD.

Positions of all 20 atoms, in Å:
C1 2.38104 0.34266 -2.90070
C2 1.36390 -1.71756 -2.42597
N1 1.25476 -0.58221 -2.93614
H1 2.81868 0.40352 -1.90356
H2 2.09067 1.32653 -3.24912
H3 3.16584 -0.10945 -3.52531
H4 0.52173 -2.30804 -2.08726
H5 2.33401 -2.15617 -2.13271
H6 -0.18767 1.47617 4.41708
H7 -0.91812 1.25100 3.13587
O1 -0.03319 1.17299 3.51122
H8 -2.30128 1.98977 1.41914
H9 -2.75081 2.81609 2.57769
O2 -3.11402 2.27501 1.85910
H10 -1.17920 -1.54968 3.01511
H11 -0.50373 -1.98328 1.72209
O3 -1.12801 -2.28354 2.39364
H12 -1.72860 -0.77490 -0.77391
H13 -0.94684 0.43483 -1.47042
O4 -1.13916 -0.02373 -0.64584

Results
molecular weight = 115.13 g mol⁻¹
2S+1 = 1
LUMO energy = 0.37 eV
HOMO level = -0.3517 Ha
SMILES = C=NC.O.O.O.O
Kohn-Sham gap = 0.36530 Eh

=====

What should be chosen as the least stable of them? Choose (B).

=====

(A)
This record from OMol25 describes a 4-piece molecular cluster, C2H13NO4 overall. The level of theory is ωB97M-V/def2-TZVPD.

Positions of all 20 atoms, in Å:
C1 -0.21804 -0.10143 -1.50730
N1 -1.09296 0.86083 -2.13857
C2 -1.29669 2.07816 -1.42867
O1 -1.75557 1.94458 -0.08560
H1 0.74874 0.36033 -1.31202
H2 -0.13161 -0.97649 -2.13384
H3 -0.56318 -0.42752 -0.51591
H4 -1.97663 0.44410 -2.41421
H5 -0.35017 2.61601 -1.43099
H6 -2.04644 2.66307 -1.96355
H7 -0.95038 1.91515 0.45297
H8 2.81722 -0.47018 2.24350
H9 1.36263 -0.89523 1.79128
O2 2.26437 -1.19426 1.94787
H10 -0.27462 0.74132 3.06221
H11 -1.38365 0.08598 2.25745
O3 -0.50605 0.49461 2.15830
H12 2.05704 -4.11406 0.38244
H13 1.88737 -2.60500 0.41836
O4 1.40860 -3.41997 0.21631

Results
molecular weight = 115.13 g mol⁻¹
2S+1 = 1
LUMO energy = 0.30 eV
HOMO level = -0.3267 Ha
SMILES = CNCO.O.O.O
Kohn-Sham gap = 0.33762 Eh

=====

(B)
This record from OMol25 describes a 4-piece molecular cluster, C2H13NO4 overall. The level of theory is ωB97M-V/def2-TZVPD.

Positions of all 20 atoms, in Å:
C1 0.31128 -1.14804 -0.75895
N1 -0.92476 -0.54105 -1.28483
C2 -1.89145 -0.17006 -0.31012
O1 -2.34934 -1.29278 0.41684
H1 -0.06306 -1.88903 -0.02605
H2 0.79439 -0.37585 -0.16166
H3 0.89461 -1.70250 -1.49583
H4 -1.23041 -1.28584 -1.90878
H5 -1.40613 0.63536 0.30549
H6 -2.81259 0.35819 -0.60276
H7 -2.17893 -1.21527 1.35900
H8 1.79880 2.00653 1.30047
H9 2.25525 1.79996 -0.10734
O2 1.47292 1.84864 0.41296
H10 3.45978 -0.45575 -1.65107
H11 2.69049 0.90256 -1.75580
O3 3.14074 0.30287 -1.15607
H12 -0.52851 0.47250 1.40203
H13 -0.86084 1.45842 2.31020
O4 -0.64994 0.51567 2.38273

Results
molecular weight = 115.13 g mol⁻¹
2S+1 = 1
LUMO energy = 0.53 eV
HOMO level = -0.3299 Ha
SMILES = CNCO.O.O.O
Kohn-Sham gap = 0.34939 Eh

=====

What should be chosen as the least stable of them? Choose (B).